Entry from OMol25: a structure of composition C11H49GaO15P3S in a non-equilibrium geometry (wB97M-V/def2-TZVPD).

The geometry in XYZ format:
```
80
C11H49GaO15P3S (wB97M-V/def2-TZVPD)
H -0.649 5.018 6.940
H -2.019 -3.863 -6.846
H -7.285 -7.648 -2.102
O 3.603 4.873 0.919
C -1.866 -2.332 -2.675
H 0.004 5.496 11.208
H -0.657 -1.187 1.437
H -1.215 -3.210 -2.649
H -3.292 4.063 -0.286
C -2.931 3.061 -0.044
C 2.680 2.576 -6.684
H -5.574 -9.101 -2.565
H -2.017 3.630 1.569
H 3.607 -3.619 1.698
H -0.136 -1.103 -0.395
O 4.210 1.108 -1.892
H -0.335 -2.738 -5.774
H 2.063 3.148 2.759
O 1.170 4.456 6.178
C 4.891 5.232 0.453
C 0.272 -1.226 0.704
C -2.671 -6.046 -2.078
H 1.614 2.771 -3.595
H -0.701 6.086 9.680
O -1.258 -5.958 -2.061
H 3.012 -0.437 1.512
H -1.091 1.269 2.329
H -2.440 4.636 10.037
H 1.501 3.868 5.478
O -1.540 -1.534 -3.797
H 1.624 -3.768 3.729
H -0.547 3.336 6.357
H -0.618 4.691 5.187
H 3.072 4.640 0.138
H -1.610 -2.305 -7.628
H -2.684 2.532 -0.968
H -3.701 2.505 0.497
H 3.397 -4.942 2.875
H 3.220 2.625 -7.632
O 1.312 2.942 3.405
H 5.340 4.385 -0.071
H -2.975 -7.077 -1.883
H 0.267 2.353 -0.558
O 1.897 -3.534 2.826
O -5.330 -8.290 -2.087
O 3.200 1.521 -5.897
P 1.675 2.088 -0.235
H 3.848 -3.302 3.436
H -2.906 -2.655 -2.758
H -3.077 -5.395 -1.300
Ga 1.584 0.270 1.276
H -0.612 -1.262 -3.695
P 0.895 1.230 3.346
H 5.516 5.500 1.309
P 2.697 1.554 -2.085
O 1.893 0.220 -2.917
C -6.295 -7.307 -2.415
H -1.002 -3.836 -8.310
O -1.909 4.869 10.817
H 2.784 3.520 -6.143
H -6.283 -7.129 -3.493
H -6.050 -6.380 -1.892
C -0.621 5.228 10.352
H 0.732 -2.304 0.811
C -0.243 4.368 6.162
O 2.523 2.950 -3.166
O -0.085 -3.212 -6.586
H -0.927 -6.545 -2.762
H -3.046 -5.723 -3.052
H 4.811 6.089 -0.219
C -1.249 -3.308 -7.386
H 1.622 2.386 -6.879
C 3.267 -3.870 2.705
H -1.741 -1.746 -1.761
S 1.690 0.168 4.769
O -0.865 1.167 3.302
H 2.360 0.213 -3.827
H 4.139 1.717 -5.739
O -1.767 3.157 0.757
H -0.172 4.381 9.828
```

Properties
Frontier orbital gap, eV: 7.1
Total charge: -1
E_LUMO, Ha: 0.0692